(1)
Formula: C21H43N2P3PdSe
Source: OMol25
Level of theory: ωB97M-V/def2-TZVPD

CARTESIAN COORDINATES (ANGSTROEM)
Pd -0.286 0.139 0.462
P 3.554 -1.258 -0.317
P -0.618 0.632 3.090
P 0.120 2.249 0.071
H -0.779 -1.720 -3.933
C 0.051 -0.999 -3.935
C 0.747 -0.801 -2.800
H 0.508 -1.399 -1.924
C 3.848 -3.030 -0.260
C 3.583 -0.703 1.374
C 4.781 -0.586 -1.466
C -2.272 1.131 3.734
C -0.326 -0.718 4.295
C 0.413 1.968 3.805
C 0.175 2.435 -1.738
C 1.716 2.772 0.729
C -1.049 3.519 0.682
H 0.339 -0.570 -4.914
H 1.679 -0.249 -2.852
H 3.013 -3.608 -0.680
H 4.032 -3.354 0.774
H 4.744 -3.140 -0.880
H 3.195 -1.496 2.029
H 2.998 0.196 1.584
H 4.629 -0.527 1.659
H 4.662 -1.020 -2.465
H 5.769 -0.840 -1.064
H 4.672 0.502 -1.560
H -2.139 1.398 4.789
H -2.996 0.313 3.682
H -2.690 1.986 3.201
H -0.577 -0.347 5.302
H 0.709 -1.069 4.312
H -0.987 -1.561 4.063
H 0.141 2.090 4.861
H 0.251 2.930 3.306
H 1.480 1.725 3.759
H 0.400 3.476 -2.005
H -0.801 2.152 -2.153
H 0.916 1.750 -2.164
H 1.887 3.831 0.483
H 2.509 2.147 0.303
H 1.749 2.658 1.820
H -0.762 4.503 0.273
H -1.076 3.588 1.779
H -2.060 3.266 0.336
C -3.106 0.816 -1.629
C -2.334 0.296 -2.676
C -2.470 0.776 -3.990
C -3.485 1.742 -4.229
C -4.303 2.173 -3.190
C -4.151 1.731 -1.894
Se -2.746 0.482 0.176
H 2.307 -1.133 -0.969
H -1.525 -0.394 -2.425
H -1.797 0.427 -4.765
H -3.576 2.143 -5.234
H -5.081 2.924 -3.378
H -4.727 2.131 -1.054
C -2.495 -2.747 -0.681
C -1.272 -2.890 0.147
N -0.459 -1.997 0.711
C 0.378 -2.656 1.603
C 0.102 -3.994 1.511
N -0.907 -4.114 0.577
H -3.021 -3.710 -0.763
H -3.176 -2.031 -0.190
H -2.232 -2.418 -1.693
H 1.069 -2.122 2.251
H 0.498 -4.828 2.069
H -1.340 -4.969 0.267

The calculation puts the HOMO-LUMO gap (spin up / spin down) at 0.267 / 0.133 Ha. The charge is +4. The value obtained for the total energy is -122104.6574 eV. For the energy relative to the best compared isomer or geometry (same formula, charge and spin), the calculation gives 13.1 kcal/mol. For the lowest unoccupied orbital energy (spin up / spin down), the calculation gives -11.449 / -16.323 eV. The multiplicity is 5. The expectation value of S² is 6.036. The calculation puts the strongest force on any atom at 3.936 eV/A.

Atom charges from the Löwdin analysis, given in e for atoms 1 to 2: 0.344, 0.891


(2)
Formula: C21H43O2PPdS2SeSi2Te
Source: OMol25
Level of theory: ωB97M-V/def2-TZVPD

CARTESIAN COORDINATES (ANGSTROEM)
Pd -0.975 -1.282 1.124
C -2.903 1.585 6.072
C -1.722 0.644 5.981
O -0.702 1.235 5.168
P -0.287 0.486 3.793
S 0.641 -1.201 4.077
S -1.909 0.473 2.619
O 0.780 1.563 3.252
C 0.386 2.912 2.977
C 1.009 3.840 3.997
H -3.669 1.167 6.728
H -3.331 1.735 5.082
H -2.592 2.551 6.472
H -2.024 -0.318 5.561
H -1.278 0.459 6.962
H -0.703 2.989 2.974
H 0.738 3.135 1.966
H 0.644 3.596 4.994
H 0.755 4.877 3.769
H 2.095 3.737 3.991
C 4.830 0.562 -0.547
Si 4.289 -0.164 1.101
C 4.068 1.186 2.375
C 5.608 -1.374 1.681
C 2.666 -1.070 0.887
Te 1.059 0.206 0.277
C 1.158 -0.283 -1.800
Si 0.172 0.959 -2.802
C 1.069 2.613 -2.765
C -1.530 1.138 -2.060
C 0.066 0.375 -4.583
H 5.776 1.102 -0.456
H 4.081 1.263 -0.921
H 4.965 -0.223 -1.295
H 5.010 1.692 2.597
H 3.662 0.773 3.301
H 3.349 1.931 2.027
H 6.567 -0.872 1.827
H 5.755 -2.175 0.954
H 5.320 -1.830 2.630
H 2.329 -1.493 1.835
H 2.696 -1.878 0.155
H 0.743 -1.287 -1.909
H 2.209 -0.290 -2.095
H 1.173 2.982 -1.743
H 0.512 3.360 -3.336
H 2.069 2.537 -3.198
H -1.492 1.559 -1.050
H -2.010 0.159 -1.991
H -2.166 1.784 -2.671
H 1.061 0.232 -5.010
H -0.463 1.106 -5.200
H -0.478 -0.569 -4.644
C -3.841 -1.280 -5.377
C -3.334 -1.831 -4.070
C -2.183 -2.600 -4.012
C -1.668 -3.070 -2.806
C -0.420 -3.906 -2.820
C -2.323 -2.762 -1.605
Se -1.634 -3.427 0.060
C -3.505 -1.998 -1.651
C -4.228 -1.621 -0.392
C -3.986 -1.553 -2.876
H -3.311 -1.721 -6.221
H -3.697 -0.197 -5.424
H -4.908 -1.474 -5.507
H -1.661 -2.842 -4.934
H -0.021 -3.989 -3.833
H -0.619 -4.908 -2.433
H 0.344 -3.484 -2.163
H -4.501 -2.504 0.188
H -5.121 -1.037 -0.617
H -3.567 -1.038 0.256
H -4.893 -0.955 -2.893

The calculation puts the HOMO-LUMO gap (spin up / spin down) at 0.227 / 0.242 Ha. The charge is -1. The value obtained for the total energy is -149412.0059 eV. For the energy relative to the best compared isomer or geometry (same formula, charge and spin), the calculation gives 0.0 kcal/mol. For the lowest unoccupied orbital energy (spin up / spin down), the calculation gives 2.355 / 2.351 eV. The multiplicity is 2. The expectation value of S² is 0.755. The calculation puts the strongest force on any atom at 0.200 eV/A.

Atom charges from the Löwdin analysis, given in e for atoms 1 to 2: -0.052, -0.088


(3)
Formula: C21H44N4PdSSbSeSi3
Source: OMol25
Level of theory: ωB97M-V/def2-TZVPD

CARTESIAN COORDINATES (ANGSTROEM)
Pd -1.190 1.295 -0.190
C -2.573 -1.679 4.585
C -3.180 -0.927 3.473
N -4.429 -1.118 3.098
N -4.585 -0.279 2.031
C -3.469 0.399 1.723
S -3.444 1.592 0.538
N -2.540 0.012 2.703
N -1.215 0.405 2.827
H -3.436 -2.175 5.108
H -1.986 -0.993 5.268
H -1.888 -2.449 4.172
H -5.499 -0.174 1.568
H -1.139 1.301 2.363
H -0.915 0.383 3.795
C -3.178 -4.191 -2.500
Si -1.432 -4.053 -1.774
C -0.110 -4.154 -3.109
C -1.084 -5.406 -0.500
Sb -1.151 -1.509 -0.491
Si 1.181 -1.840 0.623
C 0.862 -3.080 2.050
C 2.282 -2.553 -0.748
C 1.851 -0.156 1.119
Si -1.514 0.822 -2.490
C -0.011 0.169 -3.513
C -3.157 -0.033 -3.008
C -1.868 2.633 -2.966
H -3.359 -5.252 -2.809
H -3.230 -3.565 -3.396
H -4.037 -3.892 -1.865
H -0.473 -4.956 -3.820
H 0.857 -4.462 -2.716
H 0.010 -3.254 -3.676
H -1.418 -6.388 -0.973
H -1.642 -5.282 0.437
H -0.002 -5.465 -0.310
H 1.027 -4.135 1.763
H -0.182 -3.030 2.424
H 1.590 -2.773 2.823
H 2.033 -3.618 -0.904
H 3.365 -2.473 -0.473
H 2.156 -2.087 -1.749
H 2.033 -0.077 2.187
H 1.184 0.662 0.874
H 2.838 -0.019 0.621
H -0.243 -0.850 -3.938
H 0.942 0.141 -2.964
H 0.141 0.843 -4.393
H -3.020 -1.081 -3.324
H -3.491 0.550 -3.873
H -3.903 0.033 -2.181
H -1.190 3.316 -2.476
H -2.899 2.910 -2.707
H -1.757 2.859 -4.040
C 5.832 4.336 0.827
C 4.368 4.024 0.801
C 3.560 4.062 1.965
C 2.171 3.853 1.962
C 1.354 3.919 3.237
C 1.567 3.576 0.705
Se -0.314 3.692 0.468
C 2.383 3.412 -0.473
C 1.754 2.937 -1.750
C 3.750 3.683 -0.428
H 6.090 4.789 1.802
H 6.026 5.100 0.046
H 6.503 3.448 0.671
H 4.003 4.280 2.927
H 1.998 4.084 4.109
H 0.755 3.015 3.392
H 0.637 4.770 3.143
H 1.077 2.101 -1.547
H 2.540 2.700 -2.477
H 1.117 3.678 -2.314
H 4.318 3.645 -1.362

The calculation puts the HOMO-LUMO gap (spin up / spin down) at 0.238 / 0.187 Ha. The charge is +1. The value obtained for the total energy is -138278.1900 eV. For the energy relative to the best compared isomer or geometry (same formula, charge and spin), the calculation gives 0.0 kcal/mol. For the lowest unoccupied orbital energy (spin up / spin down), the calculation gives -3.474 / -4.727 eV. The multiplicity is 3. The expectation value of S² is 2.024. The calculation puts the strongest force on any atom at 2.600 eV/A.

Atom charges from the Löwdin analysis, given in e for atoms 1 to 2: 0.008, -0.004


(4)
Formula: C21H44N5O4
Source: OMol25
Level of theory: ωB97M-V/def2-TZVPD

CARTESIAN COORDINATES (ANGSTROEM)
N 0.984 -5.439 -0.966
C -0.397 -5.163 -0.983
N -0.775 -3.928 -0.767
N -1.273 -6.215 -1.188
C -2.419 -5.889 -2.093
C -2.077 -6.416 -3.495
C -1.206 -5.384 -4.184
C -1.634 -4.120 -4.467
C -0.814 -3.194 -5.051
C 0.458 -3.566 -5.382
C 0.900 -4.832 -5.138
C 0.079 -5.743 -4.526
H 1.069 -6.328 -0.465
H 1.237 -5.677 -1.933
H -1.587 -3.780 -0.177
H -0.354 -3.108 -1.189
H -1.620 -6.612 -0.316
H -3.298 -6.408 -1.706
H -2.655 -4.828 -2.106
H -1.484 -7.319 -3.339
H -2.961 -6.716 -4.058
H -2.653 -3.826 -4.229
H -1.136 -2.185 -5.265
H 1.152 -2.878 -5.850
H 1.900 -5.125 -5.431
H 0.405 -6.756 -4.319
C 0.790 2.108 4.432
O -0.435 1.679 3.854
C -0.382 1.532 2.442
C -0.455 0.067 2.054
N 0.770 -0.641 2.412
C 0.683 -2.090 2.305
C -0.317 -2.821 3.204
O -0.001 -2.790 4.575
C -0.429 -1.630 5.276
H 0.600 2.362 5.473
H 1.538 1.308 4.408
H 1.178 2.991 3.921
H 0.497 2.018 2.012
H -1.266 2.037 2.040
H -0.610 -0.011 0.971
H -1.332 -0.360 2.558
H 1.018 -0.405 3.364
H 1.678 -2.483 2.531
H 0.473 -2.353 1.259
H -0.285 -3.881 2.922
H -1.351 -2.493 3.036
H -1.360 -1.225 4.872
H 0.346 -0.861 5.268
H -0.595 -1.912 6.315
C 1.822 5.131 -2.663
O 1.990 6.323 -1.921
C 0.843 7.167 -1.907
C 0.203 7.197 -0.534
N -0.436 5.925 -0.215
C -0.854 5.793 1.179
C 0.225 5.824 2.260
O 1.095 4.703 2.251
C 2.181 4.795 1.342
H 2.800 4.660 -2.757
H 1.152 4.429 -2.152
H 1.436 5.338 -3.665
H 0.120 6.878 -2.676
H 1.192 8.175 -2.144
H -0.548 7.992 -0.507
H 0.991 7.447 0.188
H 0.205 5.173 -0.429
H -1.374 4.835 1.263
H -1.592 6.571 1.398
H -0.289 5.787 3.225
H 0.798 6.758 2.259
H 2.526 5.822 1.214
H 1.916 4.367 0.371
H 3.002 4.199 1.742

The calculation puts the HOMO-LUMO gap at 0.196 Ha. The charge is +1. The value obtained for the total energy is -38121.0258 eV. For the energy relative to the best compared isomer or geometry (same formula, charge and spin), the calculation gives 0.0 kcal/mol. For the lowest unoccupied orbital energy, the calculation gives -4.828 eV. The calculation puts the strongest force on any atom at 1.822 eV/A.

Atom charges from the Löwdin analysis, given in e for atoms 1 to 2: 0.146, -0.363


Number 3 is which compound? C21H44N4PdSSbSeSi3